[1]
This record from OMol25 describes 3 unconnected molecules or ions with the total composition C3H9N2O3 at a distorted geometry. The level of theory is ωB97M-V/def2-TZVPD.

Element x y z (Å)
C1 -1.157869 1.427145 0.787102
C2 -0.116359 2.028171 -0.001312
C3 2.464958 4.021324 2.360345
N1 0.912225 1.486629 -0.623606
N2 0.620630 -2.249011 -0.244968
O1 1.254962 0.265188 -0.716013
O2 1.394364 3.624013 2.267508
O3 3.522594 4.398818 2.518450
H1 -0.892958 0.416064 1.383800
H2 -1.888124 1.081292 0.059808
H3 -1.502785 2.221140 1.457072
H4 -0.346121 3.109619 -0.343928
H5 -0.332973 -2.447319 0.011575
H6 0.790434 -2.669198 -1.204142
H7 1.345185 -2.666469 0.356030
H8 0.878118 -1.190545 -0.471195
H9 1.706697 2.140965 -1.018034

Forces on the atoms, in the same order (eV/Å):
C 0.2 -3.1 1.5
C 2.0 2.0 -2.6
C -0.4 -0.2 0.5
N 0.4 3.0 0.2
N 2.1 0.0 -2.7
O 0.3 -1.6 0.4
O -1.9 -0.7 -0.5
O 2.3 0.9 0.0
H -0.2 2.5 -1.2
H -0.8 0.3 0.2
H -0.4 -0.6 -0.1
H 1.1 -1.7 0.9
H -0.2 0.1 0.4
H -0.4 0.2 1.3
H -0.7 0.2 0.1
H -0.9 -0.1 1.0
H -2.4 -1.2 0.6

Spin multiplicity: 1
HOMO-LUMO gap (eV): 9.639
Largest force on an atom (hartree/bohr): 0.074
ΔE to the lowest compared entry with this formula, charge and spin (eV): 2.6656
Total charge: +1
LUMO level (eV): -3.399
HOMO energy (eV): -13.0

List of Löwdin charges in e, atom by atom:
1 C -0.07
2 C -0.14
3 C -0.44
4 N -0.13
5 N 0.25
6 O -0.17
7 O 0.20
8 O 0.25
9 H 0.14
10 H 0.09
11 H 0.09
12 H 0.17
13 H 0.13
14 H 0.17
15 H 0.15
16 H 0.08
17 H 0.23

***

[2]
This record from OMol25 describes 3 unconnected molecules or ions with the total composition C3H9N2O5 at a distorted geometry. The level of theory is ωB97M-V/def2-TZVPD.

Element x y z (Å)
O1 -2.015043 1.384658 -2.058340
C1 -1.192152 1.563327 -1.188886
N1 -1.483527 1.886156 0.074668
C2 0.320759 1.479953 -1.495117
N2 0.965993 0.203174 -1.161684
C3 1.105462 -0.237085 0.153735
O2 1.525686 -1.387252 0.350315
O3 0.836834 0.600525 1.091979
H1 -0.625026 1.553367 0.680671
H2 -2.482294 1.800327 0.206719
H3 1.007508 2.255785 -1.162591
H4 0.294754 1.570678 -2.588175
H5 0.939356 -0.546198 -1.860923
H6 0.220261 -2.868856 -0.481162
H7 -0.019845 -3.007349 0.932902
O4 -0.246566 -3.484357 0.110187
H8 1.054755 -0.975933 2.700171
H9 -0.421285 -0.627150 2.617207
O5 0.214367 -1.163763 3.078321

Forces on the atoms, in the same order (eV/Å):
O -0.6 -0.2 -0.9
C 1.4 0.6 0.2
N 1.6 -0.5 0.7
C 0.3 -1.0 -1.3
N -0.6 -0.2 -0.8
C 0.1 0.7 1.3
O 0.1 -0.4 -0.5
O -0.3 0.2 -1.1
H -1.8 0.4 -0.2
H 0.2 -0.2 0.9
H -0.7 0.4 0.6
H 0.3 -0.2 0.1
H 0.0 0.6 0.6
H 0.0 -0.3 0.0
H -0.2 -0.4 -0.1
O 0.2 0.6 0.3
H 0.8 0.5 -1.0
H 0.2 0.4 -0.5
O -1.1 -1.2 1.7

Spin multiplicity: 1
HOMO-LUMO gap (eV): 9.244
Largest force on an atom (hartree/bohr): 0.046
ΔE to the lowest compared entry with this formula, charge and spin (eV): 0.0000
Total charge: -1
LUMO level (eV): 3.678
HOMO energy (eV): -5.6

List of Löwdin charges in e, atom by atom:
1 O 0.01
2 C -0.59
3 N 0.14
4 C -0.13
5 N 0.05
6 C -0.74
7 O -0.05
8 O -0.10
9 H 0.11
10 H 0.10
11 H 0.11
12 H 0.11
13 H 0.13
14 H 0.00
15 H 0.02
16 O -0.11
17 H -0.01
18 H 0.01
19 O -0.07

***

[3]
This record from OMol25 describes a single C3H9N2OP molecule at a distorted geometry. The level of theory is ωB97M-V/def2-TZVPD.

Element x y z (Å)
C1 -1.441939 0.119964 -1.806580
C2 2.688701 0.374473 0.961107
C3 -0.865850 -0.638369 -0.576441
N1 -2.248515 -0.851519 1.254583
N2 -1.284408 -0.169732 0.766627
O1 0.616387 -0.204900 -0.481315
P1 0.828286 0.192355 1.064695
H1 -1.368085 1.186357 -1.830116
H2 -0.869339 -0.201865 -2.684788
H3 -2.477897 -0.268451 -2.106868
H4 3.018284 -0.730338 1.066907
H5 2.933464 0.898912 1.924835
H6 3.151241 0.896242 0.028039
H7 -0.862887 -1.793460 -0.635614
H8 -2.490904 -0.461042 2.149378
H9 0.673462 1.651373 0.905550

Forces on the atoms, in the same order (eV/Å):
C -1.1 -2.6 -0.6
C 0.5 -1.2 -0.1
C 2.5 0.1 -0.2
N 2.2 0.8 -2.0
N -4.2 -1.7 -0.3
O -2.7 -1.6 -1.6
P 2.9 2.6 1.0
H -0.1 0.6 0.7
H 0.3 -0.1 0.4
H 1.1 0.8 0.9
H 0.1 1.9 -0.3
H 0.1 -0.4 -1.0
H -0.9 -1.0 1.7
H -0.3 2.0 -0.1
H 0.0 0.6 0.8
H -0.4 -0.9 0.6

Spin multiplicity: 1
HOMO-LUMO gap (spin up / spin down) (eV): 7.922 / 7.922
Largest force on an atom (hartree/bohr): 0.088
ΔE to the lowest compared entry with this formula, charge and spin (eV): 3.8829
Total charge: 0
LUMO level (spin up / spin down) (eV): -0.199 / -0.199
HOMO energy (spin up / spin down) (eV): -8.1 / -8.1

List of Löwdin charges in e, atom by atom:
1 C -0.04
2 C -0.37
3 C -0.37
4 N 0.11
5 N -0.22
6 O -0.43
7 P 0.76
8 H 0.07
9 H 0.07
10 H 0.10
11 H 0.03
12 H 0.02
13 H 0.06
14 H 0.16
15 H 0.05
16 H -0.02

***

[4]
This record from OMol25 describes 2 unconnected molecules or ions with the total composition C3H9N2OP at a distorted geometry. The level of theory is ωB97M-V/def2-TZVPD.

Element x y z (Å)
C1 1.502317 0.349122 1.594211
C2 -2.172456 -1.531687 -0.489097
C3 -1.316897 -0.535135 -0.664826
N1 0.691064 1.399474 1.813627
N2 -0.007051 -0.556018 -0.915300
O1 2.270665 0.235649 0.655953
P1 0.883861 0.808245 -1.350665
H1 1.293378 -0.424351 2.341533
H2 -3.101020 -1.042737 -0.318398
H3 -2.056081 -2.678200 -0.508398
H4 0.971053 2.280138 1.336906
H5 -1.694153 0.392395 -0.509957
H6 0.033125 1.556778 2.616595
H7 0.337509 -1.516799 -0.924738
H8 1.878388 0.039818 -1.943530
H9 0.486298 1.223309 -2.733918

Forces on the atoms, in the same order (eV/Å):
C -3.3 -1.7 7.0
C -0.1 -1.5 0.0
C -0.1 -2.1 0.3
N -2.8 4.5 -0.5
N 1.1 -1.2 -0.7
O 3.6 -0.6 -5.8
P 1.0 -0.1 -0.6
H 0.8 -0.5 -0.4
H -1.2 -0.8 0.3
H 0.0 2.2 -0.1
H -0.3 -0.9 0.8
H -1.2 3.0 0.2
H 1.6 -0.8 -1.3
H 0.6 0.8 -0.3
H 0.7 0.2 0.1
H -0.4 -0.4 1.0

Spin multiplicity: 3
HOMO-LUMO gap (spin up / spin down) (eV): 5.071 / 5.541
Largest force on an atom (hartree/bohr): 0.154
ΔE to the lowest compared entry with this formula, charge and spin (eV): 3.0126
Total charge: 0
LUMO level (spin up / spin down) (eV): 0.903 / -2.642
HOMO energy (spin up / spin down) (eV): -4.2 / -8.2

List of Löwdin charges in e, atom by atom:
1 C -0.60
2 C -0.01
3 C -0.38
4 N 0.01
5 N -0.30
6 O -0.06
7 P 0.89
8 H 0.11
9 H 0.03
10 H 0.09
11 H 0.08
12 H 0.06
13 H 0.11
14 H 0.12
15 H -0.07
16 H -0.07

***

[5]
This record from OMol25 describes 2 unconnected molecules or ions with the total composition C3H9N2OS at a distorted geometry. The level of theory is ωB97M-V/def2-TZVPD.

Element x y z (Å)
C1 -1.182276 -0.928270 -0.405327
C2 0.556536 0.752268 2.478549
C3 0.548457 1.088103 -0.563520
N1 -0.529503 -2.041774 -0.490408
N2 0.983135 0.837034 -1.753241
O1 -2.096699 -0.845399 -1.400863
S1 1.430977 0.303118 0.844298
H1 -0.341654 0.130594 2.570336
H2 0.315933 1.793457 2.561097
H3 1.244100 0.441813 3.238076
H4 -0.267090 1.856353 -0.391893
H5 0.275421 -2.323193 0.040642
H6 -0.860143 -2.875007 -0.882718
H7 -2.516003 -0.044351 -1.427461
H8 1.754729 0.352913 -1.952019
H9 0.684080 1.502341 -2.465548

Forces on the atoms, in the same order (eV/Å):
C -0.4 2.2 -1.1
C -0.6 -1.0 -1.7
C 0.0 -0.9 3.6
N 0.9 -1.1 0.7
N -3.7 3.9 0.1
O 1.9 -4.1 0.5
S -1.0 1.6 -0.5
H 0.2 0.2 -0.3
H 0.1 0.5 -0.1
H 0.7 0.0 0.2
H 1.2 -1.1 -0.3
H 0.1 1.0 0.9
H -1.2 -1.1 -1.7
H -1.7 3.1 0.4
H 3.7 -2.7 -0.7
H 0.0 -0.6 -0.1

Spin multiplicity: 1
HOMO-LUMO gap (eV): 8.163
Largest force on an atom (hartree/bohr): 0.105
ΔE to the lowest compared entry with this formula, charge and spin (eV): 3.1232
Total charge: +1
LUMO level (eV): -4.357
HOMO energy (eV): -12.5

List of Löwdin charges in e, atom by atom:
1 C -0.24
2 C -0.28
3 C -0.39
4 N 0.11
5 N 0.14
6 O 0.05
7 S 0.87
8 H 0.04
9 H 0.04
10 H 0.03
11 H 0.14
12 H 0.09
13 H 0.10
14 H 0.04
15 H 0.08
16 H 0.16

***

[6]
This record from OMol25 describes 2 unconnected molecules or ions with the total composition C3H9N2OSi at a distorted geometry. The level of theory is ωB97M-V/def2-TZVPD.

Element x y z (Å)
C1 0.159907 1.449737 0.305687
C2 0.431930 1.752449 1.724921
C3 0.330014 0.538463 -0.773402
N1 -0.700393 2.192103 0.927799
N2 -0.535912 0.569952 -1.893197
O1 -0.355415 -1.843699 0.506377
Si1 0.099765 -3.295678 0.438622
H1 0.280174 0.976247 2.467075
H2 1.158287 2.511935 1.989629
H3 1.370392 0.400472 -1.068138
H4 -1.476783 0.892746 -1.705813
H5 0.072780 -0.434597 -0.176996
H6 -0.154512 0.955605 -2.744266
H7 -0.683748 -4.344518 -0.180570
H8 1.384696 -3.695784 0.980314
H9 -1.676185 2.416622 0.995292

Forces on the atoms, in the same order (eV/Å):
C -1.0 0.7 1.1
C 0.6 0.0 0.5
C 0.0 -0.6 -0.4
N 0.9 -0.7 -1.0
N -0.5 0.1 -0.4
O -0.1 0.1 0.1
Si 0.0 0.1 0.0
H -0.1 -0.1 -0.1
H 0.0 0.0 -0.1
H 0.0 0.1 0.2
H 0.2 -0.1 -0.2
H 0.4 0.6 0.1
H -0.1 0.1 0.2
H -0.2 -0.3 -0.1
H 0.3 -0.2 0.1
H -0.3 0.1 -0.1

Spin multiplicity: 1
HOMO-LUMO gap (eV): 9.056
Largest force on an atom (hartree/bohr): 0.032
ΔE to the lowest compared entry with this formula, charge and spin (eV): 1.8027
Total charge: +1
LUMO level (eV): -4.089
HOMO energy (eV): -13.1

List of Löwdin charges in e, atom by atom:
1 C -0.09
2 C 0.02
3 C -0.23
4 N 0.20
5 N 0.05
6 O -0.44
7 Si 0.76
8 H 0.13
9 H 0.12
10 H 0.16
11 H 0.09
12 H 0.10
13 H 0.09
14 H -0.06
15 H -0.06
16 H 0.18

***

[7]
This record from OMol25 describes 2 unconnected molecules or ions with the total composition C3H9N2P at a distorted geometry. The level of theory is ωB97M-V/def2-TZVPD.

Element x y z (Å)
C1 1.475688 0.240772 0.400431
C2 0.759433 1.285481 -0.355444
C3 3.518957 -1.051212 -0.092774
N1 2.520418 -0.332405 0.074580
N2 -2.392398 -0.976403 0.104589
P1 -3.417629 0.347120 -0.220598
H1 0.243282 1.957526 0.366839
H2 1.335547 1.955015 -1.085773
H3 -0.204443 0.781342 -0.884002
H4 3.525418 -1.982841 -0.697193
H5 -2.980621 1.378780 0.717505
H6 4.398071 -0.847443 0.353807
H7 -1.752282 -0.879055 0.872865
H8 -2.562552 -1.917148 -0.129628
H9 -4.466883 0.040469 0.574803

Forces on the atoms, in the same order (eV/Å):
C 0.8 -1.1 -0.5
C -2.1 0.9 -1.2
C -0.5 -2.6 -2.1
N -2.8 1.6 0.6
N 1.2 1.5 0.7
P 0.6 0.6 -1.0
H 0.5 -0.3 -0.4
H -0.6 -1.2 0.8
H 2.5 0.9 1.0
H -0.6 0.7 0.4
H 0.2 -0.9 -0.4
H 2.9 1.1 1.5
H 0.0 -0.2 0.2
H -0.5 -0.7 -0.5
H -1.4 -0.2 1.0

Spin multiplicity: 1
HOMO-LUMO gap (eV): 8.638
Largest force on an atom (hartree/bohr): 0.066
ΔE to the lowest compared entry with this formula, charge and spin (eV): 3.2863
Total charge: 0
LUMO level (eV): 0.806
HOMO energy (eV): -7.8

List of Löwdin charges in e, atom by atom:
1 C -0.11
2 C -0.15
3 C -0.04
4 N -0.06
5 N -0.35
6 P 0.65
7 H 0.05
8 H 0.08
9 H 0.10
10 H 0.09
11 H -0.11
12 H 0.03
13 H 0.01
14 H 0.00
15 H -0.18

***

[8]
This record from OMol25 describes a gas-phase ion, C3H9N2S (charge -1) at a distorted geometry. The level of theory is ωB97M-V/def2-TZVPD.

Element x y z (Å)
C1 -0.147858 0.135167 -1.011093
C2 -1.436056 0.441585 -1.733311
S1 -1.596344 -0.872387 -3.115147
N1 -0.034890 0.508758 0.387442
C3 1.023559 -0.118427 1.162315
N2 0.634243 -0.436238 2.510224
H1 0.683017 0.536821 -1.622884
H2 0.105571 -0.916080 -1.157619
H3 -2.263154 0.333840 -1.012451
H4 -1.520825 1.354595 -2.322324
H5 -0.027077 1.513042 0.512384
H6 1.303764 -1.032353 0.623609
H7 1.979792 0.442277 1.092003
H8 -0.084896 -1.145821 2.570793
H9 1.381153 -0.744780 3.116060

Forces on the atoms, in the same order (eV/Å):
C 1.7 0.3 -1.1
C -0.8 -1.7 -0.8
S -0.1 0.6 0.6
N -0.2 -0.1 1.0
C 0.5 -0.6 -1.8
N -0.3 0.5 1.2
H 0.0 0.5 0.1
H -0.7 -0.3 0.6
H 0.1 0.2 -0.4
H 0.3 0.4 0.7
H -0.1 -0.1 0.0
H -0.3 -0.1 -0.2
H -0.4 0.2 0.8
H -0.1 0.2 -0.4
H 0.3 0.1 -0.2

Spin multiplicity: 1
HOMO-LUMO gap (eV): 5.803
Largest force on an atom (hartree/bohr): 0.040
ΔE to the lowest compared entry with this formula, charge and spin (eV): 1.1853
Total charge: -1
LUMO level (eV): 3.582
HOMO energy (eV): -2.2

List of Löwdin charges in e, atom by atom:
1 C -0.42
2 C -0.70
3 S -0.02
4 N -0.08
5 C -0.37
6 N -0.02
7 H 0.10
8 H 0.05
9 H 0.03
10 H 0.01
11 H 0.10
12 H 0.10
13 H 0.11
14 H 0.06
15 H 0.05

***

no.,calculated total energy (a.u.)
1,-454.64442
2,-605.55454
3,-645.69773
4,-645.55994
5,-702.30961
6,-593.59625
7,-570.42724
8,-627.39696